[1]
ORCA calculation (ωB97M-V with the def2-TZVPD basis set) on a 10-piece molecular cluster, C41H78BN2O33P4 overall at a distorted geometry.

Values from the calculation:
F_max in eV/A: 1.93
ΔE to the lowest compared entry with this formula, charge and spin in eV: 0.0000
Net charge: -1
E in a.u.: -5592.5494
E_LUMO in eV: 1.76

Last column: Löwdin charge in e.
CARTESIAN COORDINATES (ANGSTROEM)
O -1.738 -2.252 4.013  0.157
C -1.370 -2.075 2.891  -0.396
O -1.554 -0.995 2.157  0.214
B -1.026 -1.220 0.797  -0.899
O -0.322 -2.488 0.872  0.226
C -0.738 -3.160 1.959  -0.351
O -0.468 -4.298 2.185  0.140
O -0.178 -0.070 0.439  0.230
C -0.506 0.350 -0.768  -0.393
O 0.013 1.211 -1.414  0.136
C -1.752 -0.443 -1.205  -0.374
O -2.135 -1.233 -0.210  0.222
O -2.365 -0.211 -2.208  0.142
C -1.876 -6.895 0.609  -0.054
C -2.989 -7.467 1.358  -0.267
N -3.831 -7.858 2.031  0.157
H -0.968 -7.330 1.026  0.080
H -1.875 -5.811 0.669  0.068
H -1.929 -7.175 -0.443  0.086
C 2.721 -0.944 -2.189  -0.052
C 2.879 -2.014 -3.161  -0.277
N 3.015 -2.901 -3.876  0.132
H 2.527 -1.390 -1.209  0.081
H 1.925 -0.234 -2.388  0.065
H 3.697 -0.480 -2.039  0.087
C 1.983 0.258 6.398  -0.068
C 0.551 -0.061 6.739  -0.268
O -0.070 1.017 7.428  -0.148
P -1.203 1.898 6.797  0.353
O -2.557 1.353 6.742  -0.217
O -0.667 2.423 5.394  -0.179
C -0.896 1.707 4.166  -0.257
C -0.208 2.471 3.038  -0.054
O -1.080 3.188 7.695  -0.170
C -2.040 4.230 7.539  -0.278
C -1.482 5.502 8.150  -0.074
H 2.003 1.145 5.748  0.075
H 2.627 0.508 7.235  0.078
H 2.359 -0.494 5.701  0.084
H 0.050 -0.385 5.826  0.099
H 0.517 -0.958 7.361  0.125
H -0.432 0.718 4.157  0.095
H -1.967 1.548 4.048  0.124
H -0.574 1.981 2.137  0.070
H -0.468 3.529 3.053  0.075
H 0.863 2.377 3.197  0.081
H -2.182 4.455 6.475  0.115
H -3.015 3.913 7.906  0.118
H -0.971 5.303 9.098  0.076
H -0.703 5.887 7.495  0.076
H -2.261 6.221 8.393  0.073
C 8.576 -3.844 2.023  -0.082
C 8.161 -5.116 1.308  -0.242
O 6.759 -5.083 0.964  -0.187
P 6.210 -4.091 -0.134  0.338
O 6.194 -2.666 0.196  -0.228
O 7.034 -4.498 -1.418  -0.186
C 6.719 -3.733 -2.635  -0.235
C 6.341 -4.676 -3.745  -0.082
O 4.770 -4.672 -0.440  -0.174
C 3.919 -5.267 0.555  -0.243
C 3.052 -4.215 1.227  -0.063
H 8.688 -3.024 1.307  0.071
H 7.825 -3.493 2.725  0.084
H 9.598 -3.969 2.392  0.077
H 8.703 -5.183 0.362  0.109
H 8.338 -6.009 1.898  0.116
H 5.897 -3.066 -2.392  0.095
H 7.656 -3.238 -2.885  0.119
H 6.248 -4.073 -4.650  0.079
H 7.065 -5.465 -3.949  0.075
H 5.393 -5.167 -3.524  0.076
H 3.241 -5.917 0.000  0.118
H 4.494 -5.851 1.269  0.110
H 2.229 -4.735 1.732  0.069
H 3.604 -3.659 1.985  0.081
H 2.535 -3.557 0.531  0.071
C 0.922 4.549 -0.237  -0.062
C 1.870 5.547 -0.837  -0.227
O 3.213 4.995 -0.744  -0.179
P 4.563 5.775 -0.961  0.325
O 5.644 5.231 -0.146  -0.215
O 4.807 5.808 -2.511  -0.183
C 5.034 4.562 -3.226  -0.240
C 6.515 4.408 -3.400  -0.082
O 4.244 7.310 -0.723  -0.183
C 4.196 7.758 0.637  -0.274
C 3.336 9.005 0.720  -0.074
H -0.122 4.860 -0.257  0.082
H 1.025 3.609 -0.779  0.069
H 1.151 4.385 0.817  0.075
H 1.665 5.710 -1.897  0.123
H 1.935 6.497 -0.307  0.101
H 4.566 3.762 -2.652  0.115
H 4.554 4.704 -4.191  0.118
H 6.889 5.319 -3.886  0.081
H 7.065 4.354 -2.463  0.077
H 6.843 3.643 -4.107  0.078
H 3.796 7.002 1.317  0.121
H 5.210 7.998 0.955  0.120
H 3.771 9.712 1.422  0.073
H 3.275 9.475 -0.266  0.081
H 2.286 8.810 0.945  0.069
C -1.474 3.947 -3.637  -0.065
C -2.568 2.916 -3.811  -0.234
O -3.865 3.563 -3.865  -0.166
P -5.089 2.979 -4.650  0.330
O -4.877 1.644 -5.191  -0.207
O -5.400 4.094 -5.738  -0.193
C -4.451 4.195 -6.841  -0.245
C -4.858 5.379 -7.668  -0.075
O -6.250 3.164 -3.622  -0.147
C -7.529 2.560 -3.750  -0.252
C -8.178 2.734 -5.129  -0.078
H -1.206 4.444 -4.570  0.070
H -1.756 4.681 -2.882  0.078
H -0.590 3.403 -3.298  0.071
H -2.428 2.361 -4.737  0.113
H -2.577 2.259 -2.945  0.106
H -3.490 4.355 -6.346  0.112
H -4.472 3.262 -7.399  0.120
H -5.790 5.153 -8.190  0.079
H -5.041 6.271 -7.071  0.081
H -4.095 5.616 -8.411  0.079
H -7.415 1.475 -3.640  0.116
H -8.189 2.869 -2.944  0.115
H -7.633 2.103 -5.836  0.070
H -9.241 2.522 -5.101  0.076
H -7.961 3.726 -5.536  0.071
C -1.141 -7.354 4.057  -0.104
C -2.434 -7.001 4.805  -0.124
O -2.208 -7.495 6.121  0.066
C -0.890 -7.686 6.310  -0.588
O -0.379 -7.860 7.369  0.151
O -0.231 -7.644 5.136  0.056
H -0.747 -6.490 3.532  0.109
H -1.306 -8.266 3.488  0.119
H -3.347 -7.445 4.417  0.098
H -2.667 -5.932 4.770  0.132
C -4.451 -1.678 -5.458  -0.129
C -3.034 -1.097 -5.481  -0.124
O -2.234 -2.257 -5.719  0.058
C -2.954 -3.358 -5.367  -0.571
O -2.521 -4.464 -5.419  0.157
O -4.210 -3.010 -5.030  0.066
H -4.914 -1.554 -6.441  0.128
H -5.092 -1.170 -4.744  0.119
H -2.839 -0.724 -4.473  0.102
H -2.913 -0.313 -6.219  0.122
C -5.088 -2.770 1.686  -0.110
C -5.894 -2.517 0.398  -0.100
O -6.848 -3.577 0.397  0.062
C -6.562 -4.457 1.379  -0.576
O -7.159 -5.464 1.566  0.161
O -5.503 -4.058 2.123  0.067
H -5.161 -2.037 2.488  0.135
H -4.034 -2.745 1.393  0.114
H -5.267 -2.568 -0.486  0.128
H -6.388 -1.550 0.479  0.127



[2]
ORCA calculation (ωB97M-V with the def2-TZVPD basis set) on a 3-piece molecular cluster, C41H79N10O7P3S2 overall at a distorted geometry.

Values from the calculation:
F_max in eV/A: 8.97
Net charge: 0
E in a.u.: -4503.6724
SMILES string: CCP(CC)c1nc2c(CCOC(C)=O)c(COC(C)=O)c(CCCSC(=S)N3CCOCC3)cc2nc1CNC.CN(C)P(=O)(N(C)C)N(C)C.CN(C)P(=O)(N(C)C)N(C)C
E_LUMO in eV: -0.83

Last column: Löwdin charge in e.
CARTESIAN COORDINATES (ANGSTROEM)
C 0.555 -6.756 -1.498  -0.170
C -0.455 -5.580 -1.937  -0.412
P -0.923 -4.353 -0.575  0.969
C -0.559 -5.001 1.163  -0.416
C 0.953 -4.806 1.673  -0.181
C -0.234 -2.627 -0.879  -0.320
N 0.957 -2.477 -1.656  0.078
C 1.338 -1.104 -1.846  -0.125
C 2.650 -0.791 -2.677  -0.034
C 3.513 -2.011 -3.296  -0.118
C 4.818 -2.365 -2.375  -0.161
O 4.634 -2.021 -0.976  -0.068
C 4.072 -3.087 -0.218  -0.380
C 4.621 -4.586 -0.153  0.003
O 3.072 -2.800 0.501  0.034
C 3.179 0.642 -2.947  -0.044
C 4.476 0.986 -3.821  -0.145
O 5.428 1.854 -3.157  -0.083
C 6.422 1.117 -2.446  -0.398
C 6.301 1.155 -0.827  0.010
O 7.364 0.508 -3.001  0.061
C 2.360 1.829 -2.315  -0.113
C 2.767 3.386 -2.453  -0.168
C 3.077 3.915 -0.951  -0.267
C 3.732 5.387 -0.904  -0.441
S 3.183 6.171 0.723  0.783
C 4.325 5.554 2.079  -0.987
S 5.155 6.775 2.910  0.632
N 4.430 4.114 2.383  -0.217
C 3.694 3.780 3.643  -0.143
C 4.725 3.294 4.811  -0.178
O 5.372 2.063 4.411  -0.182
C 6.002 2.172 3.109  -0.164
C 5.839 3.632 2.417  -0.187
C 1.081 1.525 -1.508  0.048
C 0.524 0.063 -1.240  -0.144
N -0.682 -0.021 -0.458  0.133
C -1.007 -1.399 -0.307  -0.152
C -2.346 -1.728 0.559  -0.207
N -3.045 -0.439 0.836  -0.163
C -2.576 0.189 2.104  -0.159
H -0.034 -7.751 -1.527  0.077
H 0.971 -6.669 -0.439  0.038
H 1.426 -6.794 -2.247  0.071
H -1.440 -6.096 -2.261  0.070
H -0.099 -5.011 -2.880  0.077
H -1.264 -4.507 1.924  0.070
H -0.755 -6.143 1.153  0.085
H 1.118 -3.705 1.943  0.071
H 1.755 -5.222 0.979  0.034
H 1.065 -5.386 2.673  0.079
H 3.898 -1.775 -4.359  0.111
H 2.860 -2.959 -3.418  0.109
H 5.653 -1.669 -2.767  0.117
H 5.154 -3.442 -2.557  0.118
H 3.815 -5.262 0.323  0.080
H 5.575 -4.614 0.499  0.104
H 4.835 -5.055 -1.184  0.081
H 4.091 1.578 -4.740  0.147
H 4.943 0.031 -4.248  0.117
H 6.755 2.162 -0.494  0.085
H 6.851 0.256 -0.383  0.097
H 5.163 1.118 -0.618  0.089
H 1.872 4.023 -2.824  0.123
H 3.614 3.571 -3.195  0.103
H 2.049 3.975 -0.426  0.092
H 3.744 3.115 -0.463  0.104
H 4.874 5.324 -0.958  0.088
H 3.397 6.080 -1.750  0.087
H 3.132 4.688 4.077  0.126
H 2.989 2.884 3.444  0.138
H 4.094 3.035 5.745  0.137
H 5.447 4.129 5.107  0.122
H 7.143 2.046 3.271  0.131
H 5.693 1.310 2.414  0.122
H 6.570 4.323 2.966  0.099
H 6.267 3.504 1.347  0.114
H 0.500 2.411 -1.051  0.108
H -3.073 -2.390 -0.039  0.114
H -2.025 -2.225 1.540  0.103
H -4.067 -0.536 0.796  0.099
H -2.671 -0.500 3.014  0.080
H -3.087 1.204 2.218  0.083
H -1.447 0.413 1.989  0.080
C -2.494 -4.772 -7.012  -0.143
N -3.230 -4.363 -5.824  -0.307
C -4.163 -5.441 -5.480  -0.153
P -3.823 -2.771 -5.450  0.775
O -3.651 -2.961 -3.934  -0.314
N -2.485 -1.649 -5.512  -0.337
C -1.194 -1.980 -6.094  -0.151
C -2.217 -0.897 -4.275  -0.145
N -4.103 -2.504 -7.188  -0.274
C -3.937 -1.134 -7.722  -0.131
C -5.519 -2.837 -7.493  -0.144
H -3.102 -4.742 -7.924  0.076
H -2.132 -5.801 -6.905  0.082
H -1.593 -4.197 -7.180  0.045
H -4.945 -5.556 -6.241  0.059
H -4.650 -5.257 -4.518  0.072
H -3.643 -6.401 -5.394  0.077
H -0.696 -2.795 -5.560  0.084
H -0.526 -1.110 -6.082  0.082
H -1.282 -2.224 -7.155  0.060
H -1.671 -1.501 -3.541  0.066
H -3.143 -0.547 -3.815  0.073
H -1.620 -0.003 -4.483  0.079
H -4.489 -0.401 -7.128  0.089
H -4.291 -1.078 -8.757  0.083
H -2.895 -0.824 -7.776  0.066
H -6.204 -2.163 -6.968  0.081
H -5.769 -3.855 -7.193  0.061
H -5.718 -2.772 -8.566  0.083
C -2.838 1.980 7.370  -0.141
N -3.161 2.451 6.031  -0.304
C -1.940 2.373 5.221  -0.152
P -4.207 3.773 5.603  0.776
O -4.656 3.113 4.287  -0.314
N -5.773 3.508 6.330  -0.343
C -6.013 2.514 7.366  -0.153
C -6.911 3.441 5.402  -0.155
N -3.685 4.618 7.080  -0.273
C -4.660 5.494 7.766  -0.131
C -2.568 5.534 6.728  -0.142
H -2.233 2.694 7.941  0.077
H -2.266 1.046 7.322  0.084
H -3.709 1.721 7.957  0.045
H -1.180 3.084 5.567  0.060
H -2.145 2.583 4.167  0.063
H -1.499 1.372 5.265  0.080
H -5.825 1.495 7.013  0.088
H -7.049 2.563 7.721  0.082
H -5.423 2.717 8.261  0.060
H -6.979 2.465 4.910  0.080
H -6.841 4.212 4.632  0.070
H -7.855 3.619 5.928  0.076
H -5.133 6.194 7.071  0.089
H -4.170 6.072 8.557  0.084
H -5.440 4.938 8.284  0.066
H -2.901 6.312 6.033  0.082
H -1.743 5.002 6.252  0.061
H -2.155 6.014 7.619  0.084